(1)
19
Properties=species:S:1:pos:R:3:mulliken_charge:R:1 method="wB97M-V/def2-TZVPD" e_above_lowest_kcal_mol=40.66 charge=0 energy_ha=-385.2570 homo_energy_ev=-10.15
O -1.36301 -0.93852 0.33281 -0.49
C -0.68667 -0.05108 -0.55221 -0.20
C 0.79201 0.05664 -0.42578 -0.58
C 1.30147 0.86667 0.78855 -0.69
C 0.99770 0.45137 2.22123 -0.31
O 1.75376 1.12174 3.23017 -0.50
H -1.07125 -1.86257 0.21139 0.34
H -0.92565 -0.20975 -1.68462 0.03
H -1.12862 1.01519 -0.47147 0.25
H 1.34528 -0.90427 -0.53088 0.37
H 1.18861 0.62723 -1.22914 0.36
H 0.68913 1.81575 0.69319 0.30
H 2.32178 1.11868 0.58058 0.37
H 1.07779 -0.75140 2.27593 0.22
H -0.09963 0.56337 2.48272 0.23
H 1.68955 1.97722 2.84450 0.32
O -2.56977 -1.25956 -3.56801 -0.63
H -3.28838 -1.77146 -4.10086 0.32
H -2.02411 -1.86526 -3.09810 0.30

(2)
89
Properties=species:S:1:pos:R:3:mulliken_charge:R:1 method="wB97M-V/def2-TZVPD" e_above_lowest_kcal_mol=14.62 charge=-2 energy_ha=-7777.3835 homo_energy_ev=-0.23
Pb -0.32466 -0.15347 0.86224 2.20
N -1.57291 -1.91680 5.52084 -0.48
C -1.48782 -1.17238 4.35883 0.37
S -1.85279 -1.96786 2.90511 -0.41
N -1.16251 0.08946 4.60703 -1.37
N -0.89189 0.84190 3.52445 1.13
C -0.69390 2.08225 3.78675 -1.44
C -0.24283 3.03882 2.78652 0.90
C 0.02561 4.35596 3.18204 -0.82
C 0.49614 5.26012 2.25063 -0.34
C 0.69536 4.83725 0.94506 -1.06
C 0.39919 3.51557 0.63909 -0.40
N -0.05995 2.64230 1.52178 0.32
H -2.14019 -2.74362 5.45908 0.23
H -1.63723 -1.36577 6.36253 0.24
H -0.79544 2.43905 4.81388 0.11
H -0.13115 4.64433 4.21374 0.40
H 0.70890 6.28307 2.53999 0.39
H 1.05873 5.50572 0.17629 0.45
H 0.53123 3.13619 -0.36523 0.62
O 1.92804 -0.67432 2.45417 -0.25
C 2.89406 -1.46673 2.58851 -0.16
C 4.05219 -1.06237 3.34810 -0.35
C 5.14379 -1.86264 3.55268 -0.44
C 5.19029 -3.15112 3.00736 -0.94
C 4.10619 -3.57250 2.26071 -0.61
C 2.97070 -2.79226 2.02052 0.86
C 1.88848 -3.36279 1.20881 -0.49
N 0.77387 -2.80850 0.76934 0.90
C 0.09858 -3.77275 0.06656 -0.39
C 0.79536 -4.93733 0.07047 -1.13
N 1.93346 -4.67023 0.79501 -0.04
H 4.00139 -0.06785 3.77807 0.33
H 5.97832 -1.49296 4.14242 0.37
H 6.04292 -3.80053 3.16066 0.35
H 4.17053 -4.57090 1.83910 0.16
H -0.86703 -3.57491 -0.36612 0.14
H 0.60049 -5.90207 -0.36220 0.44
H 2.65242 -5.32962 1.01655 0.15
Br 5.96891 2.89189 -2.09265 -0.24
C 4.60329 1.76714 -1.39492 -0.07
C 4.47224 1.61729 -0.02751 -1.10
C 3.44664 0.79370 0.42674 -0.22
N 2.61644 0.16620 -0.39243 0.44
C 2.76041 0.31309 -1.70909 0.94
C 3.75398 1.11887 -2.26840 -1.21
C 1.76638 -0.42484 -2.55650 0.31
C 1.97754 -0.63965 -3.91991 -0.91
C 0.97550 -1.28423 -4.61506 -0.28
Br 1.20643 -1.62205 -6.47180 -0.24
C -0.19291 -1.66979 -3.98262 -1.11
C -0.29789 -1.40513 -2.62149 -0.28
N 0.66644 -0.82388 -1.92409 0.73
H 5.13582 2.11608 0.66378 0.46
H 3.27058 0.61096 1.48188 0.55
H 3.84552 1.26357 -3.33424 0.41
H 2.88388 -0.33016 -4.41871 0.47
H -1.00622 -2.13598 -4.51840 0.50
H -1.21318 -1.60968 -2.07990 0.48
C -3.33312 -2.46181 -0.30367 -0.72
C -4.30373 -1.28845 -0.44287 0.36
C -4.48225 -0.50423 0.85848 -1.46
C -3.97446 -0.36776 -1.60079 0.29
C -4.90348 -0.31510 -2.61970 -0.49
C -4.81718 0.55714 -3.70334 -1.39
C -3.73870 1.43414 -3.69006 -0.60
C -2.75697 1.42621 -2.71741 0.44
C -1.74986 2.55702 -2.78641 0.32
C -1.99033 3.52267 -1.61854 -1.45
C -0.28631 2.12633 -2.86149 -0.82
C -2.75784 0.46151 -1.60816 0.37
N -1.76638 0.35809 -0.75917 -0.75
H -3.60116 -3.11434 0.52994 0.63
H -2.33283 -2.07659 -0.12726 -0.62
H -3.32664 -3.05036 -1.22693 0.33
H -5.28558 -1.72400 -0.67644 0.47
H -3.57737 0.05132 1.09859 0.05
H -4.70706 -1.16439 1.69757 0.38
H -5.30226 0.20886 0.73844 0.44
H -5.76582 -0.97734 -2.54798 0.25
H -5.56666 0.57938 -4.48494 0.30
H -3.65377 2.17494 -4.48502 0.26
H -1.96025 3.10003 -3.71831 0.49
H -1.92377 2.97080 -0.67889 0.08
H -2.99229 3.95235 -1.68793 0.47
H -1.26232 4.34078 -1.59942 0.36
H -0.05639 1.50923 -1.99459 -0.54
H 0.37326 2.99978 -2.91266 0.59
H -0.11424 1.52066 -3.75708 0.36

(3)
92
Properties=species:S:1:pos:R:3:mulliken_charge:R:1 method="wB97M-V/def2-TZVPD" e_above_lowest_kcal_mol=0.00 charge=0 energy_ha=-2244.2219 homo_energy_ev=-4.98
C -6.57001 3.08340 -4.26920 -1.20
C -5.70605 1.93251 -3.81119 -0.29
O -4.89513 2.35682 -2.71248 -0.36
P -3.44452 1.73124 -2.41777 1.01
C -3.68251 0.42249 -1.29491 -0.77
C -3.22126 -0.90884 -1.46957 0.51
O -2.64707 -1.57932 -0.61290 -0.72
O -3.48391 -1.39018 -2.74770 -0.35
C -2.38838 -2.12552 -3.32268 -0.36
C -1.10019 -1.33426 -3.32862 -0.65
O -2.61145 1.48529 -3.62158 -0.88
O -3.00323 2.90896 -1.43336 -0.39
C -1.65184 3.34105 -1.14965 0.21
C -1.80794 4.59481 -0.33223 -1.29
H -6.97572 2.87292 -5.25596 0.37
H -7.40946 3.20545 -3.58500 0.27
H -6.00348 4.01648 -4.30923 0.30
H -6.32087 1.11773 -3.42738 0.33
H -5.07454 1.55909 -4.62673 0.32
H -4.01203 0.67349 -0.30306 0.45
H -2.26440 -3.07293 -2.78522 0.27
H -2.70957 -2.33107 -4.34517 0.35
H -0.43331 -1.68977 -4.11455 0.41
H -1.31991 -0.27306 -3.52220 0.16
H -0.58397 -1.44485 -2.36482 0.02
H -1.10281 2.56785 -0.58775 0.02
H -1.12013 3.54457 -2.09179 0.27
H -0.83677 4.92931 0.02127 0.36
H -2.26433 5.37398 -0.94714 0.32
H -2.46468 4.41309 0.51983 0.32
C -2.03515 -6.66452 4.59037 -1.16
N -2.47220 -5.28993 4.70928 0.00
C -3.79825 -5.18215 5.27904 -0.92
C -1.80619 -4.25907 4.10409 2.10
C -2.25414 -2.90244 4.20490 -0.99
C -1.65140 -1.90922 3.45257 -1.00
C -0.51837 -2.16711 2.63115 0.70
C 0.07834 -1.11582 1.86868 -0.07
C 1.20793 -1.28732 1.09271 -0.76
C 2.02498 -0.26006 0.54873 0.14
C 2.94892 -0.58817 -0.52378 0.62
C 2.81776 -1.79753 -1.24749 -0.77
C 3.72646 -2.15756 -2.22572 -0.76
C 4.69821 -1.23364 -2.68237 1.14
N 5.53010 -1.52124 -3.73181 0.09
C 5.97181 -0.50247 -4.65964 -0.92
C 5.87906 -2.87914 -4.08642 -1.16
C 4.79891 0.01133 -2.01033 -0.81
C 4.03531 0.25512 -0.88479 -0.93
C 1.97334 1.08831 1.10208 0.06
C 1.65867 1.31005 2.46182 -0.70
C 1.63212 2.58271 3.00779 -0.50
C 2.02764 3.70178 2.23565 0.04
N 2.03038 4.98004 2.76038 0.24
C 3.19856 5.83016 2.71324 -1.04
C 0.92989 5.50078 3.53755 -1.15
C 2.39147 3.49334 0.88178 -0.53
C 2.27164 2.23549 0.31915 -0.68
C -0.00415 -3.49303 2.63997 -0.98
C -0.63080 -4.51227 3.33527 -0.64
H -0.95007 -6.75126 4.68943 0.38
H -2.50945 -7.24903 5.38480 0.34
H -2.34331 -7.12178 3.63954 0.35
H -4.14229 -4.14901 5.30065 0.26
H -4.50988 -5.79697 4.70577 0.35
H -3.80160 -5.59185 6.29791 0.32
H -3.09417 -2.66807 4.86785 0.16
H -2.05371 -0.89534 3.48042 0.39
H -0.38890 -0.13420 1.93414 0.76
H 1.47948 -2.31112 0.83360 0.15
H 1.97255 -2.45268 -1.05792 0.22
H 3.66387 -3.13653 -2.69246 0.43
H 5.73347 0.49499 -4.28086 0.28
H 7.05242 -0.58378 -4.82421 0.31
H 5.49501 -0.63335 -5.64400 0.32
H 5.82401 -3.51164 -3.19339 0.37
H 5.21697 -3.28354 -4.86453 0.36
H 6.90066 -2.89594 -4.48532 0.35
H 5.52440 0.74986 -2.34216 0.30
H 4.26940 1.13969 -0.29277 0.80
H 1.46971 0.45198 3.10425 0.68
H 1.37189 2.72344 4.05740 0.47
H 3.96449 5.38723 2.06955 0.33
H 2.92149 6.82338 2.33809 0.31
H 3.61163 5.97132 3.72497 0.31
H 0.01695 4.93107 3.32988 0.33
H 1.13641 5.46866 4.61535 0.35
H 0.76547 6.55207 3.26749 0.35
H 2.71287 4.34060 0.26948 0.48
H 2.46542 2.12525 -0.74994 0.90
H 0.89844 -3.71611 2.07699 0.41
H -0.22500 -5.52450 3.26492 0.20

(4)
10
Properties=species:S:1:pos:R:3:mulliken_charge:R:1 method="wB97M-V/def2-TZVPD" e_above_lowest_kcal_mol=105.28 charge=0 energy_ha=-570.0668 homo_energy_ev="-6.74 / -8.20"
C -0.97048 2.34561 0.35413 -0.17
C 1.26496 -0.52185 0.28938 -0.60
C -0.18325 0.11793 -0.35507 -0.61
N -0.41700 1.31700 0.10141 0.08
S 2.61591 0.01959 -0.75821 -0.28
H -0.73512 3.36374 0.71529 0.29
H 1.15995 -1.60329 0.22471 0.31
H 1.11480 -0.17039 1.33594 0.33
H -0.81733 -0.68238 0.03012 0.33
H 0.13562 0.15975 -1.47510 0.34